Below is a structure of composition C5H7N in a non-equilibrium geometry, with properties calculated with ωB97M-V/def2-TZVPD.

Its HOMO-LUMO gap is 10.66 eV. Its energy above the lowest of the compared OMol25 structures with the same formula, charge and spin is 5.700 eV. The calculation puts the HOMO energy at -9.646 eV.

```
13
Properties=species:S:1:pos:R:3:forces:R:3
C 1.682637 0.717150 -0.225252 0.1 0.0 -0.1
N 0.295931 0.668382 0.217400 -0.4 0.0 -0.2
C -0.116300 -0.449758 1.022467 0.3 -0.1 0.1
C -0.546292 -0.312324 -0.427683 -0.8 -0.7 1.0
C -2.041624 0.219423 -1.574129 0.2 0.0 0.0
C -2.214041 -0.214318 -0.392337 0.5 0.6 -0.7
H 1.731836 1.307172 -1.147525 0.0 -0.1 0.2
H 2.119992 -0.281101 -0.419986 -0.2 0.2 0.1
H 2.284391 1.215341 0.544614 -0.2 -0.1 -0.2
H 0.591379 -1.259102 1.223287 -0.1 0.3 0.0
H -0.800648 -0.223570 1.842710 0.1 -0.1 -0.3
H -0.073629 -1.046568 -1.087489 -0.3 0.4 0.2
H -2.913634 -0.340727 0.423922 0.7 -0.2 0.0
```
Forces are in eV/Å.

Below is a cluster of 2 separate species, C5H7N in total in a non-equilibrium geometry, with properties calculated with ωB97M-V/def2-TZVPD.

Its HOMO-LUMO gap (alpha / beta) is 9.00 / 8.36 eV. Its energy above the lowest of the compared OMol25 structures with the same formula, charge and spin is 8.076 eV. The calculation puts the HOMO energy (alpha / beta) at -8.957 / -8.931 eV.

```
13
Properties=species:S:1:pos:R:3:forces:R:3
C 0.922608 1.558018 1.466940 0.8 1.0 1.6
C 1.223632 0.865217 -0.781290 1.3 1.2 2.3
C 0.232529 1.654343 0.191013 -0.1 -3.0 -1.5
C 0.576225 0.139783 0.322390 -0.6 0.0 -1.3
C -1.233950 -2.120626 0.146505 0.9 -1.2 -4.0
N 1.259274 0.314482 1.584665 -0.1 0.9 0.4
H 1.242031 2.425707 2.043612 0.2 -0.4 0.6
H 0.988617 0.666732 -1.754983 -1.3 -0.4 -2.4
H 2.250685 1.272835 -0.718106 -0.4 -0.8 0.3
H -0.726091 2.006726 -0.099865 -0.4 0.5 -0.1
H -2.129717 -1.772553 -0.300901 -0.7 1.1 -0.2
H -1.365884 -2.366096 1.135848 0.4 -0.6 2.2
H -0.834154 -2.882084 -0.647835 0.0 1.4 2.1
```
Forces are in eV/Å.

Below is a cluster of 2 separate species, C5H7N in total in a non-equilibrium geometry, with properties calculated with ωB97M-V/def2-TZVPD.

Its HOMO-LUMO gap is 10.73 eV. Its energy above the lowest of the compared OMol25 structures with the same formula, charge and spin is 2.017 eV. The calculation puts the HOMO energy at -10.263 eV. Its structure (SMILES) is C=CC#N.C=C.

```
13
Properties=species:S:1:pos:R:3:forces:R:3
N 1.805154 0.997474 1.537876 -0.2 -1.0 -0.7
C 1.675323 0.008655 0.945278 0.2 1.4 0.8
C 1.618006 -1.239529 0.260847 0.0 -0.4 0.0
C 0.550698 -1.704137 -0.371816 0.1 0.1 0.1
C -1.746267 0.982013 0.254607 0.0 0.4 -0.1
C -1.041873 1.474073 -0.759012 -0.2 0.2 0.2
H 2.513735 -1.824600 0.342830 0.3 -0.2 0.0
H 0.589125 -2.685759 -0.830621 -0.2 0.2 0.0
H -0.332860 -1.085947 -0.413109 -0.2 -0.2 -0.2
H -2.771206 0.640626 0.121665 0.2 0.0 0.0
H -1.341814 0.989512 1.264203 0.0 -0.2 -0.1
H -0.034962 1.858062 -0.606778 -0.2 -0.1 -0.1
H -1.483057 1.589555 -1.745973 0.2 -0.2 0.1
```
Forces are in eV/Å.

Below is a structure of composition C5H7N, with properties calculated with ωB97M-V/def2-TZVPD.

Its HOMO-LUMO gap is 8.64 eV. Its energy above the lowest of the compared OMol25 structures with the same formula, charge and spin is 4.211 eV. The calculation puts the HOMO energy at -7.724 eV.

```
13
Properties=species:S:1:pos:R:3:forces:R:3
C -1.231800 1.159559 -0.954919 0.0 0.0 -0.3
C -0.139447 0.338911 -0.545533 -0.1 0.1 0.2
C -0.015311 0.522700 0.867561 0.2 0.0 -0.1
N 0.616180 -0.660872 1.335729 0.1 -0.1 0.0
C 1.030684 -1.374682 0.246509 0.0 0.0 0.0
C 0.656403 -0.775137 -0.934679 0.0 0.0 0.0
H -1.172233 1.279383 0.644089 -0.1 0.0 0.0
H -1.260053 1.640635 -1.936714 0.0 -0.1 0.1
H -2.209496 0.795965 -0.647742 0.1 0.1 0.1
H 0.488374 1.434812 1.192790 -0.1 -0.1 -0.1
H 0.958171 -0.812783 2.269873 -0.1 0.0 -0.1
H 1.510759 -2.337810 0.381563 -0.1 0.1 0.0
H 0.767770 -1.210682 -1.918528 0.0 0.1 0.1
```
Forces are in eV/Å.